Entry 1:
Molecular formula: C28H48F7N5O5SSi
Method: DFT, ωB97M-V/def2-TZVPD

The HOMO-LUMO gap comes out at 10.194 eV. Its energy relative to the best compared isomer or geometry (same formula, charge and spin) is 0.0 kJ/mol. The charge is 0. As for the SMILES: O=[SH](=O)C[Si@@H](COCOCCO)C(F)(F)C(F)(F)C(F)(F)F.CCCC#N.CCCC#N.CCCC#N.CCCC#N.CCCC#N. The HOMO energy is -10.154 eV. The spin multiplicity is 1.

```
95
C28H48F7N5O5SSi ωB97M-V/def2-TZVPD
S 0.12502 2.53695 0.66381
Si -0.29615 -0.57410 0.85776
F -2.57073 1.05901 0.89004
F -4.80133 -0.19240 -0.05859
F -4.03676 -1.22717 2.22509
F -3.04864 -0.84972 -1.10194
F -4.45970 -2.28267 -0.35435
F -2.46018 -2.40222 1.27251
F -2.03538 0.16479 2.82453
O 0.81935 -3.00692 1.64219
O -0.44974 2.73649 1.96698
O 3.58572 -0.76182 -1.04734
O 3.01839 -2.37300 1.44030
O 1.04580 3.49137 0.10594
N 7.05414 0.77291 -1.71743
N -8.32382 -6.30296 -1.64454
N 6.85162 6.76666 -4.90314
N -2.93717 -7.74467 1.02619
N -4.57543 5.84195 6.54709
C -3.88199 -1.12567 -0.10159
C -5.29050 -5.19562 1.38099
C -6.61670 -8.33628 -3.85981
C 8.02971 9.15231 -2.67509
C -6.37135 -6.26479 1.29482
C -3.44676 -6.74471 0.76482
C 7.12112 9.17218 -3.91044
C -2.49621 2.97223 5.31468
C 0.41496 -1.74852 2.17102
C 6.96016 7.83413 -4.48289
C 1.93028 -3.01703 0.81081
C 6.08056 4.38100 -1.93883
C 4.52231 -1.08856 -0.00932
C 4.21184 -2.41040 0.66060
C 0.83160 0.92921 0.61506
C -3.63212 5.70867 5.89889
C -3.11787 -1.21329 1.24486
C -7.05474 -6.86662 -3.86033
C -7.77175 -6.52219 -2.63203
C -5.67564 -8.66711 -2.70752
C -4.10839 -5.47854 0.44542
C 5.10371 3.48763 -2.69039
C 6.07297 1.36742 -1.83116
C -2.07414 -0.07885 1.48258
C -2.44239 5.50670 5.06963
C -2.46181 4.15218 4.35234
C 7.48867 8.24212 -1.58100
C 4.84756 2.15341 -1.98028
H -6.12607 -8.54328 -4.81231
H 4.47496 -0.26958 0.71820
H -0.88854 2.40912 -0.22411
H -7.70792 -6.65020 -4.70660
H -3.36482 -4.68395 0.51194
H 7.43804 7.21050 -1.93014
H -4.92378 -5.10818 2.40585
H -5.70752 -4.22502 1.10692
H 7.52280 9.82953 -4.68246
H -4.45156 -5.52653 -0.59051
H -1.56454 5.58267 5.71445
H -0.48535 -1.31425 -0.39914
H 4.12516 1.54599 -2.52489
H 1.71749 -2.53480 -0.16100
H 6.20307 5.32768 -2.46381
H 4.44070 2.33161 -0.98359
H 6.12880 9.54207 -3.64465
H 5.54401 -1.11216 -0.41010
H 6.48504 8.54543 -1.27607
H 1.32140 0.81996 -0.36326
H -7.50205 -8.97263 -3.81230
H -5.99052 -7.23457 1.62087
H 8.12831 8.26283 -0.69912
H -7.21957 -6.01001 1.92959
H -2.39348 6.32402 4.34877
H -5.35924 -9.70848 -2.75417
H -0.38729 -1.98211 2.88128
H 1.62121 0.92787 1.37841
H -3.40029 2.98214 5.92567
H 2.17216 -4.07692 0.64463
H 4.13510 -3.20184 -0.09920
H 5.03481 -2.66815 1.34071
H -6.73817 -6.36405 0.27226
H 9.02846 8.82406 -2.96811
H 4.14533 3.99798 -2.79884
H -1.63438 2.98770 5.98528
H -1.57560 4.08338 3.72198
H -4.77879 -8.04472 -2.73933
H 3.78855 -1.31427 -1.81320
H 1.21884 -1.27728 2.75171
H 8.12588 10.17454 -2.30583
H 5.47784 3.29636 -3.69777
H -3.32711 4.11155 3.68766
H -6.18371 -6.21268 -3.93951
H 5.72266 4.59146 -0.92849
H -6.15995 -8.51186 -1.74225
H -2.47480 2.03239 4.76340
H 7.06418 3.91476 -1.86237
```

Entry 2:
Molecular formula: C28H48GeN5OSi2V
Method: DFT, ωB97M-V/def2-TZVPD

The HOMO-LUMO gap (alpha / beta) comes out at 6.809 / 7.079 eV. Its energy relative to the best compared isomer or geometry (same formula, charge and spin) is 0.0 kJ/mol. The charge is 0. Its expectation value of S² is 2.389. The HOMO energy (alpha / beta) is -6.372 / -6.642 eV. The spin multiplicity is 3.

```
86
C28H48GeN5OSi2V ωB97M-V/def2-TZVPD
Ge -3.13708 -2.56363 -0.98958
V -0.53749 -0.28104 0.07488
Si 1.43752 1.88173 -1.01154
Si 1.77366 2.98572 1.92989
O 1.84563 0.22655 -0.96061
N -0.86207 0.00109 4.35369
N 2.63929 -1.89020 -1.27063
N -1.03993 -0.16054 2.18530
N 0.19846 -2.46785 0.51086
N -1.47384 1.63710 -0.05916
C -0.20869 -0.26560 3.20306
C 2.24289 4.80197 1.69410
C -1.88218 -1.11086 -1.01793
C 0.25799 2.11939 -2.45873
C -2.78464 1.86152 -0.22546
C 0.89366 2.89431 3.61676
C 0.51577 -5.22488 0.88638
C -4.68875 -2.18125 -2.13915
C -2.26636 0.20042 2.70277
C 2.61679 -0.31334 -3.19603
C 1.37473 -2.52557 -1.60679
C -3.85619 -2.86677 0.82057
C 0.71456 2.26891 0.60312
C 0.83603 -3.22461 -0.39541
C 1.22518 -0.64822 3.13066
C 1.01919 -4.59101 -0.23345
C -3.43843 2.93465 0.32891
C -0.31203 -3.10276 1.57246
C -1.33441 3.61160 1.26794
C -2.17172 0.31358 4.05027
C -0.18359 -4.46048 1.80412
C 3.41900 2.06896 2.09500
C -2.68178 3.80880 1.12307
C 2.94266 2.92744 -1.44963
C 4.22521 -0.11616 -1.26636
C -0.69066 2.52640 0.61171
C -2.39463 -4.27890 -1.61603
C 2.81800 -0.51386 -1.69511
H -4.40080 -1.98293 1.15878
H 0.64272 -6.29048 1.02624
H 2.80125 0.72395 -3.47790
H 1.57622 -0.55300 2.10361
H 1.46691 -3.23256 -2.43708
H 4.96378 -0.76541 -1.74322
H 2.85403 5.15800 2.52872
H -0.73943 4.30980 1.84151
H 3.30461 0.98470 2.05005
H 0.87012 3.87480 4.09909
H 0.81896 2.20103 -3.39385
H 1.37358 -1.68220 3.44950
H 3.31622 -0.94345 -3.74940
H 0.63738 -1.77393 -1.90156
H -3.15738 4.65459 1.60589
H -5.41135 -2.99902 -2.10626
H -5.19138 -1.26575 -1.82295
H 1.41471 2.21738 4.29920
H 3.88147 2.32544 3.05294
H -3.05339 -3.06130 1.53108
H -0.63431 -4.89734 2.68419
H 1.53704 -5.14717 -1.00373
H -3.11480 0.36511 2.06164
H -0.13922 2.55317 3.51688
H -1.63916 -4.65148 -0.92403
H -0.43532 0.04848 5.26190
H 4.31198 -0.21291 -0.18501
H -0.87142 -2.49284 2.26436
H -4.36574 -2.04963 -3.17340
H 1.35924 5.44208 1.63264
H 3.42874 -2.45522 -1.54845
H 1.60027 -0.56388 -3.50030
H 1.83092 0.00147 3.76133
H -1.93390 -4.15840 -2.59892
H 2.81416 4.94715 0.77431
H -0.32268 3.03622 -2.33214
H -3.30759 1.10536 -0.79956
H 2.58888 3.95744 -1.55135
H -0.45347 1.29847 -2.56550
H -3.18431 -5.02915 -1.69507
H 3.73565 2.92452 -0.70400
H -2.89086 0.58184 4.80241
H -4.53899 -3.71864 0.84050
H 4.12777 2.35413 1.31709
H -2.02727 -0.49786 -1.92767
H -4.49740 3.07762 0.16973
H 4.45018 0.90729 -1.55091
H 3.37956 2.64410 -2.40944
```

Entry 3:
Molecular formula: C28H48MgN6O8
Method: DFT, ωB97M-V/def2-TZVPD

The HOMO-LUMO gap (alpha / beta) comes out at 4.146 / 5.052 eV. The charge is -1. Its expectation value of S² is 0.754. The HOMO energy (alpha / beta) is -2.511 / -3.468 eV. The spin multiplicity is 2.

```
91
C28H48MgN6O8 ωB97M-V/def2-TZVPD
Mg -0.14645 1.31780 1.18914
O -2.65112 1.38267 -4.72227
O -1.52698 2.66638 1.15938
O 1.33098 2.81373 1.14690
O 0.29840 -2.57178 -3.84740
O -1.16636 -0.20760 0.48541
O 0.70919 -0.37443 0.85734
O -4.98019 -2.78682 -0.59757
O 0.25146 0.62702 -0.63507
N -0.91508 1.65426 -3.29057
N -1.84056 -1.71665 3.01166
N 3.61656 0.41252 -0.16617
N 2.50530 -2.23435 1.94976
N -3.72611 3.19023 1.28098
N -3.84617 -1.05198 0.21168
C 3.64247 -3.55498 3.39436
C -2.34381 -3.06447 4.68035
C -1.95234 0.94896 -3.79002
C -2.25879 -0.44251 -3.21408
C 4.10599 1.17222 -1.18694
C 4.17311 -3.83057 2.11138
C -2.83109 2.44777 -0.86680
C -0.31924 2.89466 -3.82511
C 0.99500 4.17320 -0.83712
C 3.42401 -3.02895 1.22397
C -3.90150 -2.23622 -0.30695
C 5.48705 1.20826 -1.11152
C -0.97372 -3.23987 4.36309
C 2.07756 -1.29027 -3.04991
C 1.79949 3.67007 0.37194
C 5.92536 0.44761 -0.06769
C -0.72005 -2.37624 3.35995
C 1.84198 -3.80283 -2.46794
C -2.89132 -2.15782 3.78032
C 3.08888 4.41213 0.67370
C -2.61955 -2.98362 -0.55907
C -0.07272 -0.42355 -0.10869
C 1.31932 -2.56393 -3.26158
C -3.69896 3.69112 2.66704
C 4.72987 0.03854 0.56256
C -2.67418 2.80820 0.63551
C -4.99958 -0.23591 0.54395
C 2.65876 -2.54882 3.28019
H 3.59604 -2.90081 0.16548
H -1.88354 -1.10209 2.21131
H 6.17742 1.71164 -1.77213
H 1.67179 -0.57438 -3.76472
H -3.75549 4.77907 2.63140
H 2.77791 -3.62385 -1.93870
H 2.65312 0.21214 0.06130
H 3.08443 5.28960 1.32033
H -2.92196 -3.97041 -0.90964
H 4.96742 -4.52472 1.87981
H 0.59729 5.12203 -0.47706
H -3.06611 -0.48063 -2.48273
H 3.77497 3.68060 1.10059
H 1.95842 -4.70843 -3.06328
H -0.06189 3.69040 -3.12606
H -1.91291 -2.53878 -1.25970
H -2.84146 1.36099 -0.94986
H 1.84714 -1.58024 1.55093
H -2.18596 -3.06162 0.43793
H -5.91122 -0.78268 0.30297
H -2.80535 3.38930 3.21335
H 1.80516 4.28643 -1.55748
H -2.57613 -1.07612 -4.04229
H -3.75713 2.79759 -1.32306
H -3.87839 -1.77642 3.56434
H 3.56211 4.68096 -0.27070
H -5.05770 0.08568 1.58380
H -2.92245 -0.66035 0.32773
H 0.24815 3.48607 -1.23482
H -4.54550 3.32062 3.24514
H 6.92753 0.20452 0.25320
H 0.60595 2.57888 -4.30720
H -2.69507 -3.64771 5.51871
H 4.60361 -0.59117 1.43084
H 3.12844 -1.49642 -3.25300
H -0.49375 1.22542 -2.47898
H 2.07349 -0.92180 -2.02408
H -1.40993 -0.87499 -2.68446
H -2.02662 2.92061 -1.43014
H -4.99606 0.66743 -0.06603
H -0.23863 -3.88338 4.82346
H 3.91407 -4.08995 4.29239
H 1.08897 -4.05387 -1.72092
H 2.03623 -2.08632 4.03183
H 0.11710 -2.00033 2.79050
H -1.02403 3.36414 -4.51138
H 3.42703 1.61013 -1.90364
H -4.60103 3.28965 0.78626
```

Result set for max |F|: 0.79, 0.33, 16.41 eV Å⁻¹, one per record in the order listed.